# 1
This record from OMol25 describes 8 unconnected molecules or ions with the total composition C52H68ClIN8O4S. The level of theory is ωB97M-V with the def2-TZVPD basis set.

Structure (SMILES)   COCCCCCCCC[C@@]1(N=C=S)C(=O)O[C@@](I)(C[C@@H](C)OCc2ccccc2)[C@H]1Cl.c1cc[nH]c1.c1cc[nH]c1.c1cc[nH]c1.c1cc[nH]c1.c1cc[nH]c1.c1cc[nH]c1.c1cc[nH]c1
Orbital gap   7.262 eV
Net charge   0
Molecular weight   1063.592 u
Highest occupied orbital energy   -8.113 eV

Each line ends with the Löwdin charge.
Cartesian coordinates (Å):
H: 11.505 0.603 1.854  0.144
C: 10.380 0.822 0.073  -0.148
C: 5.887 2.707 -6.262  -0.148
C: -3.989 3.747 -4.357  -0.013
C: -9.244 -0.810 1.476  -0.112
H: 4.530 0.967 -0.984  0.100
H: 5.829 1.984 -1.891  0.101
C: 2.182 -1.357 -2.234  -0.197
H: -6.465 1.822 -0.198  0.081
C: -5.345 1.860 0.009  -0.050
C: 7.861 -1.391 1.946  -0.151
C: 7.008 -2.466 1.904  -0.109
H: -6.717 0.024 7.886  0.096
C: 3.821 2.178 -2.839  -0.162
C: -4.633 1.227 -3.634  -0.168
H: 3.394 -2.920 -3.452  0.113
C: -1.504 2.716 -6.102  -0.060
C: 2.645 2.740 -1.860  -0.223
C: 5.784 -0.604 2.195  -0.146
H: -4.905 0.059 -1.382  0.107
H: -1.125 4.976 -6.455  0.080
H: 5.024 0.151 2.331  0.106
H: 7.472 0.675 2.201  0.138
H: 5.276 0.230 -4.030  0.102
H: 3.421 -1.202 -4.192  0.111
N: -6.891 -3.228 7.697  0.007
N: 7.109 -0.261 2.128  -0.002
H: -0.112 -0.685 8.464  0.089
H: 4.777 -2.540 2.074  0.094
H: -10.981 0.361 2.265  0.090
C: -1.608 -3.712 -2.218  -0.652
C: 5.411 0.025 -2.905  -0.208
C: -1.084 -0.849 8.906  -0.118
C: -10.462 0.533 0.146  -0.145
O: -0.927 0.137 -0.037  -0.152
O: 2.478 4.180 -1.947  -0.237
H: -7.405 -6.440 3.732  0.091
O: 0.673 -1.494 0.629  0.095
H: -9.155 -1.013 8.476  0.093
C: -0.128 -1.057 -0.230  -0.360
C: 3.213 4.874 -0.906  -0.118
C: -6.996 -1.019 7.885  -0.105
C: 12.615 0.878 0.072  -0.140
C: -8.174 -2.925 8.065  -0.132
C: -2.990 1.314 -0.925  -0.129
H: -4.814 -4.286 1.225  0.104
H: -6.474 -6.165 1.195  0.106
H: -5.028 1.442 1.021  0.076
H: -5.035 2.974 -0.065  0.102
H: -4.510 -3.220 3.475  0.095
C: 10.784 1.021 -1.224  -0.111
C: -1.577 -0.741 -2.139  -0.432
N: -5.313 -4.589 2.047  0.001
C: -8.726 -0.874 0.205  -0.151
H: 13.603 0.839 0.504  0.106
H: 5.576 -2.185 -2.640  0.110
H: -7.894 -1.432 -0.197  0.102
H: -5.127 -2.098 7.291  0.095
H: -4.198 0.183 -3.483  0.114
H: -6.535 -4.156 7.536  0.139
C: 3.424 -1.792 -3.199  -0.182
H: -2.431 -1.243 7.163  0.102
C: -2.752 -1.082 10.395  -0.140
C: -3.056 4.731 -5.099  -0.070
N: 7.007 2.629 -5.477  0.004
H: 7.299 -3.497 1.772  0.092
H: 3.330 1.509 -3.639  0.101
H: 8.355 3.073 -8.414  0.090
H: 4.270 3.098 -3.347  0.108
H: 4.630 -1.329 -1.305  0.097
C: 8.122 2.763 -6.261  -0.142
C: -3.657 2.211 -4.470  -0.140
H: -3.286 5.851 -5.003  0.087
H: -9.312 0.104 -1.579  0.143
C: 0.809 -2.076 -2.643  -0.148
C: -0.430 -1.795 -1.656  -0.375
H: 1.037 -3.210 -2.671  0.131
H: -2.257 0.609 -5.393  0.081
H: 4.902 2.619 -5.830  0.095
H: -3.394 -1.153 11.260  0.105
C: 7.709 2.936 -7.559  -0.115
C: -6.018 -4.731 4.146  -0.110
C: -1.825 4.240 -5.938  -0.073
O: -4.964 1.924 -2.408  -0.197
N: -0.875 -3.190 -1.291  0.061
H: 2.499 -1.534 -1.149  0.110
C: 4.904 1.300 -2.012  -0.188
N: 11.501 0.742 0.857  0.001
N: -9.470 -0.049 -0.596  -0.003
H: -4.886 4.088 -3.744  0.101
C: -4.570 1.140 -1.229  -0.365
H: -4.215 -1.467 8.911  0.095
H: -6.139 -4.540 5.201  0.068
H: -8.872 -1.347 2.336  0.092
H: 4.162 5.318 -1.390  0.096
Cl: -0.496 0.610 -2.840  0.734
H: -2.876 1.857 0.091  0.136
H: -0.733 -0.628 11.106  0.089
H: 9.395 0.733 0.506  0.084
H: 6.551 -0.033 -2.706  0.102
H: -8.908 -3.704 8.206  0.108
C: -2.469 1.737 -5.333  -0.078
C: 5.692 -1.966 2.061  -0.114
C: -6.167 -2.071 7.580  -0.162
H: 1.664 2.288 -2.273  0.080
C: -6.678 -5.723 3.379  -0.111
C: -2.240 -1.129 8.220  -0.146
H: -0.614 2.348 -6.708  0.085
C: -10.344 0.082 1.438  -0.114
H: 0.536 -1.807 -3.733  0.124
H: 3.459 4.221 0.005  0.093
H: -2.380 -1.165 -2.851  0.115
C: 12.200 1.056 -1.225  -0.112
H: 12.845 1.195 -2.080  0.092
I: -3.209 -1.486 0.569  0.980
C: -8.268 -1.560 8.193  -0.107
H: -11.163 1.218 -0.307  0.104
C: -6.226 -5.609 2.087  -0.138
H: 9.110 2.724 -5.828  0.105
H: -2.582 2.037 -1.709  0.120
H: 5.642 3.006 -8.415  0.090
H: 10.132 1.128 -2.079  0.087
C: -2.185 -0.058 -0.787  -0.705
H: 7.010 2.494 -4.479  0.134
C: 4.782 -1.379 -2.435  -0.208
C: -5.184 -4.046 3.297  -0.145
H: 8.936 -1.332 1.864  0.096
H: 2.115 -0.206 -2.354  0.083
C: -1.408 -0.820 10.285  -0.118
N: -3.252 -1.264 9.133  0.005
H: -5.600 1.140 -4.266  0.139
C: 6.293 2.902 -7.560  -0.114
H: 2.739 2.351 -0.785  0.118
H: 2.528 5.736 -0.547  0.099
S: -2.382 -4.259 -3.590  0.652

=====

# 2
This record from OMol25 describes a molecular structure, C52H68NO6S2Si. The level of theory is ωB97M-V with the def2-TZVPD basis set.

Relative energy (zero: lowest compared OMol25 entry of this formula, charge and spin)   0.00 kcal per mole
Orbital gap   8.852 eV
Net charge   -1
Molecular weight   895.337 u
Highest occupied orbital energy   -6.533 eV

Each line ends with the Löwdin charge.
Cartesian coordinates (Å):
C: 1.470 5.189 1.505  -0.105
H: 2.320 -1.356 5.597  0.123
H: 9.229 2.488 -0.270  0.094
H: 2.978 0.319 -1.611  0.077
H: -7.632 1.495 -5.743  0.097
C: -5.775 1.790 -4.711  -0.095
H: 1.376 -0.681 2.768  0.104
H: -2.020 0.165 2.021  0.085
H: 4.745 5.660 2.226  0.094
H: -1.695 -0.532 4.337  0.096
S: 4.025 -0.908 0.796  0.515
H: 0.605 3.307 0.924  0.091
H: 0.516 -0.908 -2.073  0.083
C: 4.120 -1.215 2.543  -0.229
H: -1.210 1.320 -2.562  0.092
C: -3.667 -1.172 1.637  -0.233
H: 10.737 1.649 -2.041  0.091
N: 2.464 -0.997 0.468  -0.303
C: 1.308 -4.816 3.151  0.008
H: 0.658 2.677 -4.098  0.093
C: 0.961 -3.415 3.561  -0.533
C: 0.373 3.215 -7.910  -0.103
C: 2.707 3.132 1.269  -0.082
H: -0.803 2.636 -1.428  0.103
H: -3.106 -3.047 -0.630  0.032
C: -5.820 -0.503 -0.415  -0.183
H: -6.422 -1.331 -0.040  0.018
Si: -3.966 -0.770 -0.173  0.582
O: 4.438 0.474 0.596  -0.350
C: -0.683 3.559 -7.077  -0.108
H: 0.290 3.363 -8.980  0.096
C: -0.788 1.552 -1.581  -0.206
C: -2.491 -0.971 3.751  -0.091
H: -6.019 -0.406 -1.486  0.021
H: -3.783 2.016 -3.945  0.090
C: -4.305 -2.523 3.556  -0.101
H: -6.820 -1.886 5.292  0.100
H: 7.247 1.156 0.401  0.095
C: -6.754 -3.915 8.002  -0.103
H: -1.513 1.561 0.422  0.096
C: 0.583 2.833 -5.168  -0.082
C: 8.489 -0.884 -1.989  -0.093
O: 0.396 -2.185 -0.046  -0.347
H: -6.247 2.036 -3.768  0.100
H: 0.586 0.220 -3.430  0.098
C: 0.670 1.094 -1.487  -0.228
H: -5.015 -1.232 9.113  0.098
C: 3.400 -0.157 3.386  -0.200
H: 1.487 0.496 4.055  0.119
C: -3.467 -2.230 -1.256  -0.151
H: -2.703 1.451 -6.091  0.091
H: 10.258 -0.508 -3.149  0.092
C: -5.874 -1.421 7.157  -0.096
C: 1.534 2.675 -7.370  -0.098
O: 1.980 -2.813 4.222  -0.020
H: -3.257 0.785 -1.857  0.055
C: 7.915 0.795 -0.371  -0.081
H: -1.398 3.638 -5.055  0.100
H: -6.552 0.917 -7.888  0.096
H: 2.946 0.366 -3.344  0.103
H: 3.657 -2.194 2.662  0.085
H: -1.195 -0.041 -0.172  0.088
H: -4.964 -3.272 3.976  0.090
C: -3.310 -1.932 4.320  -0.094
H: 2.735 2.077 1.022  0.077
C: -6.029 -3.106 8.865  -0.103
C: 3.835 5.147 1.939  -0.105
C: -0.575 3.371 -5.707  -0.105
H: -4.325 -2.571 -1.838  0.022
H: -7.095 -4.889 8.330  0.097
H: 4.112 -1.623 -2.176  0.087
C: -7.037 -3.477 6.715  -0.098
C: 1.923 -0.436 3.677  -0.172
C: 2.554 -0.180 -2.478  -0.200
C: 3.871 3.791 1.634  -0.083
H: 0.632 -5.104 2.353  0.089
H: -5.269 -2.616 1.661  0.092
H: 1.206 -5.482 4.007  0.084
H: 0.641 -1.475 5.060  0.108
H: -5.807 -3.447 9.869  0.097
H: 2.824 -3.597 -1.767  0.094
H: -7.598 -4.110 6.039  0.099
H: -5.528 -0.451 6.825  0.104
H: 2.537 2.050 -5.577  0.100
C: 9.870 1.070 -1.747  -0.117
S: 1.836 -2.374 -0.036  0.535
H: -2.668 -1.953 -1.944  0.027
O: 2.314 -3.527 0.706  -0.338
C: -5.945 1.160 -7.025  -0.104
H: 2.613 6.904 2.104  0.092
H: 6.782 -0.998 -0.687  0.075
H: 3.466 0.810 2.883  0.083
H: -6.125 0.431 0.059  0.026
H: 1.326 -2.846 -2.279  0.088
O: 4.830 -1.887 0.095  -0.337
C: 1.032 -0.030 -2.463  -0.199
C: 2.636 5.846 1.873  -0.114
O: -0.097 -2.882 3.355  0.104
C: 7.647 -0.420 -0.987  -0.070
C: 1.509 3.834 1.208  -0.086
H: -4.085 0.889 -8.062  0.099
H: 8.277 -1.828 -2.475  0.098
C: -2.676 -0.590 2.430  -0.071
C: -4.481 -2.138 2.234  -0.108
H: 5.184 -1.261 2.769  0.103
C: 1.637 2.479 -5.999  -0.084
C: -3.783 1.458 -6.016  -0.090
C: 9.024 1.539 -0.750  -0.105
H: 0.838 0.666 -0.494  0.087
C: -4.560 1.145 -7.123  -0.096
H: 1.396 1.907 -1.579  0.106
C: -5.587 -1.860 8.442  -0.098
C: -6.601 -2.229 6.294  -0.105
H: 0.534 5.731 1.449  0.095
C: -6.552 1.483 -5.819  -0.103
H: 3.947 -0.046 4.327  0.111
C: -4.391 1.778 -4.810  -0.089
H: 2.356 2.402 -8.018  0.098
H: -3.696 1.676 -0.425  0.076
C: 1.679 -1.500 4.727  -0.167
C: 2.269 -2.659 -1.771  -0.235
C: 3.087 -1.616 -2.542  -0.211
H: 2.331 -4.851 2.782  0.074
C: -3.133 0.803 -0.767  -0.246
C: 9.601 -0.142 -2.368  -0.114
H: 4.805 3.245 1.676  0.100
C: -1.628 0.922 -0.459  -0.260
H: -1.593 3.971 -7.495  0.099
H: 3.128 -1.966 -3.578  0.107
H: -3.171 -2.221 5.354  0.100

=====

# 3
This record from OMol25 describes a molecular structure, C52H69As2N5O8PY. The level of theory is ωB97M-V with the def2-TZVPD basis set.

Orbital gap   6.210 eV
Net charge   +2
Molecular weight   1161.875 u
Highest occupied orbital energy   -11.610 eV

Each line ends with the Löwdin charge.
Cartesian coordinates (Å):
H: -5.368 4.075 1.776  0.087
H: -4.629 2.953 -3.027  0.135
O: 4.753 1.728 1.755  0.134
C: 2.319 -0.004 -3.195  -0.132
C: -3.748 4.373 0.420  -0.255
H: -1.615 -0.994 -3.389  0.039
H: -3.550 -1.463 -4.843  0.107
C: 0.246 1.223 4.528  -0.270
C: 2.708 0.299 0.802  -0.530
C: 2.792 1.353 3.020  -0.271
C: -1.393 3.423 -0.853  -0.279
H: 1.235 -4.821 -0.046  0.108
C: -2.077 -1.982 -3.344  -0.252
H: 1.027 3.470 2.896  0.003
N: 2.321 2.091 -2.697  -0.070
C: 4.325 -1.236 0.035  0.007
H: 0.384 -3.058 -3.865  0.087
H: 2.317 0.424 6.758  0.037
H: -2.138 -4.843 2.849  0.120
H: 6.534 2.537 4.853  0.105
As: 0.226 1.408 1.618  1.308
H: -3.934 -1.057 4.103  0.098
C: -2.169 1.128 -4.108  -0.130
H: -2.242 -4.712 -3.678  0.100
O: -2.336 0.501 2.131  0.011
H: -0.465 5.113 0.076  0.122
H: -1.522 0.579 -4.767  0.122
C: -1.137 -3.007 3.414  -0.181
C: 2.086 0.929 1.964  -0.278
C: 1.642 -4.280 -0.902  -0.197
H: 6.481 2.621 3.061  0.099
H: -1.616 -1.161 7.703  0.101
H: 6.822 1.074 3.873  0.108
C: -1.291 -4.236 2.531  -0.174
H: 4.414 2.392 -2.551  0.141
H: 0.987 -2.754 3.665  0.122
H: 3.004 6.764 -5.120  0.092
P: -0.396 -2.243 -1.123  1.071
C: 1.830 3.419 -2.674  -0.117
H: -2.288 -4.553 -1.258  0.078
C: 2.620 4.400 -3.272  0.025
H: -3.894 1.740 -5.347  0.112
H: 4.102 6.586 -3.752  0.082
H: -4.438 0.509 3.425  0.098
C: 0.533 -2.454 1.582  -0.204
C: 3.649 0.378 -3.089  -0.029
H: 2.002 -3.168 -3.189  0.098
N: -1.840 1.333 -2.829  -0.033
H: -1.193 -4.642 0.438  0.098
H: 4.686 -2.183 0.432  0.110
H: -4.166 -1.473 -3.201  0.117
O: 4.869 1.733 4.002  -0.075
C: 0.488 -3.772 -1.778  -0.413
H: -0.164 -0.269 8.244  0.106
H: 5.169 -0.609 -0.256  0.113
C: -3.794 3.310 -0.473  0.020
H: -0.392 -4.847 2.623  0.119
H: -1.678 0.616 7.960  0.106
H: 1.895 -0.965 -3.440  0.096
C: -3.165 -4.404 -3.180  -0.187
C: 0.184 -2.311 3.072  -0.165
C: 1.171 -5.068 -3.776  -0.172
H: -0.306 -4.527 -1.797  0.101
H: 3.602 4.135 -3.634  0.118
H: -1.349 -1.651 0.977  0.089
H: 0.196 -5.445 -4.085  0.106
H: -5.768 5.051 0.370  0.091
H: 0.428 6.934 -3.389  0.124
C: -2.107 -2.448 -1.886  -0.425
H: -4.806 5.748 1.671  0.083
C: -1.505 -3.812 1.072  -0.189
C: -2.659 2.873 -1.146  -0.137
O: 2.269 0.498 -0.338  -0.076
C: 4.250 1.578 2.842  -0.515
C: -1.068 -0.226 7.631  -0.007
H: -0.494 3.794 2.046  0.031
C: -3.953 -3.449 -4.083  -0.173
C: -2.529 5.022 0.586  -0.016
H: -1.483 -2.651 -3.964  0.099
C: 1.023 -3.650 -3.210  -0.217
H: -1.978 -2.333 3.238  0.098
C: -1.386 4.559 -0.031  -0.069
H: -2.473 5.905 1.204  0.125
H: 2.516 -0.542 5.269  0.042
H: 2.233 -3.439 -0.534  0.091
As: 2.067 1.945 4.732  1.355
C: 3.065 6.755 -4.032  -0.041
C: -3.501 -1.994 -3.893  -0.181
C: 2.757 0.400 5.761  -0.227
Y: -0.028 0.708 -1.286  1.382
C: -3.929 0.024 4.258  0.004
H: -0.967 5.270 -2.318  0.115
C: -0.228 1.108 5.929  -0.603
H: -2.687 -1.692 -1.326  0.109
C: 6.268 2.012 3.940  -0.002
C: -4.991 4.842 1.102  -0.032
H: -3.786 -3.646 -1.278  0.124
H: -1.149 -3.285 4.469  0.119
H: -3.798 -3.747 -5.121  0.116
H: 3.835 0.503 5.861  0.028
H: -4.402 0.258 5.208  0.106
C: 0.542 3.747 -2.180  -0.217
C: -3.384 1.735 -4.407  -0.014
O: -0.723 -0.067 6.254  -0.024
O: -2.583 0.491 4.364  -0.007
H: -2.567 -3.636 0.908  0.114
H: 2.762 7.735 -3.672  0.084
N: -2.822 2.094 -2.312  -0.072
H: 1.804 -5.036 -4.662  0.117
H: 3.350 -4.663 -2.199  0.112
H: 3.056 -5.905 -0.995  0.117
C: -3.770 2.350 -3.239  -0.012
H: 1.156 -1.607 1.268  0.073
H: 4.517 -0.225 -3.242  0.113
C: -0.731 -2.532 0.719  -0.423
C: -0.479 1.064 3.421  -0.273
H: 1.041 3.772 1.135  0.045
O: -0.030 2.030 6.685  0.099
C: -2.847 -3.802 -1.809  -0.187
C: 2.178 5.700 -3.460  -0.268
H: 2.427 -6.742 -3.212  0.116
C: -1.897 0.657 3.264  -0.549
N: 1.512 1.041 -2.958  -0.055
H: -3.749 -5.311 -3.021  0.120
H: -5.020 -3.531 -3.878  0.114
C: 0.059 5.024 -2.541  -0.014
C: 0.846 5.969 -3.147  -0.019
C: 3.609 1.721 -2.766  -0.018
H: -4.741 2.842 -0.695  0.128
H: 0.989 -6.584 -2.219  0.117
H: 3.668 -1.388 -0.825  0.076
N: -0.211 2.893 -1.406  -0.124
H: 0.114 -1.255 3.341  0.073
C: 0.484 3.322 1.958  -0.233
C: 2.564 -5.227 -1.692  -0.188
C: 1.773 -6.018 -2.728  -0.182
H: 1.122 -3.358 1.457  0.096
O: 3.617 -0.598 1.094  -0.003

=====

What strongest force on any atom values result from the calculations? In sequence: 6.19; 0.92; 1.57 eV/A.